## i
A 5-piece molecular cluster, H11NO4 overall, computed with ωB97M-V with the def2-TZVPD basis set.

SMILES	N.O.O.O.O
spin multiplicity	1
highest occupied orbital energy	-10.6	eV
HOMO-LUMO gap	11.143	eV

Element x y z (Å)
N1 -3.514 -0.400 -2.070
H1 -3.946 0.510 -1.910
H2 -3.831 -0.558 -3.028
H3 -4.105 -1.040 -1.559
O1 2.290 -0.662 0.306
H4 1.930 -0.207 -0.436
H5 1.709 -0.518 1.063
O2 -0.396 -1.810 1.713
H6 0.080 -2.608 1.540
H7 -0.466 -1.376 0.842
O3 -1.145 -1.582 -0.902
H8 -1.342 -2.491 -1.091
H9 -1.723 -1.038 -1.440
O4 3.031 4.323 1.132
H10 3.122 4.725 0.287
H11 2.661 4.986 1.713

natural (NBO) population analysis, charges in e, atoms 1 to 8: number 1, N, carries -1.071; number 2, H, carries 0.366; number 3, H, carries 0.360; number 4, H, carries 0.364; number 5, O, carries -0.951; number 6, H, carries 0.468; number 7, H, carries 0.482; number 8, O, carries -0.970

---

## ii
A 5-piece molecular cluster, H11NO4 overall, computed with ωB97M-V with the def2-TZVPD basis set.

SMILES	N.O.O.O.O
spin multiplicity	1
highest occupied orbital energy	-10.8	eV
HOMO-LUMO gap	11.539	eV

Element x y z (Å)
N1 -2.483 -0.221 -0.726
H1 -2.127 -1.202 -0.553
H2 -2.475 0.134 0.278
H3 -3.510 -0.348 -0.892
O1 1.744 -1.158 0.725
H4 2.269 -1.205 -0.061
H5 2.195 -0.482 1.224
O2 2.971 1.184 -0.851
H6 3.143 1.560 -1.725
H7 2.044 1.198 -0.808
O3 0.050 1.386 -0.522
H8 -0.492 2.187 -0.459
H9 -0.608 0.723 -0.927
O4 -1.335 -1.328 1.732
H10 -0.624 -1.249 1.074
H11 -0.763 -1.179 2.491

natural (NBO) population analysis, charges in e, atoms 1 to 8: number 1, N, carries -1.111; number 2, H, carries 0.369; number 3, H, carries 0.384; number 4, H, carries 0.370; number 5, O, carries -0.958; number 6, H, carries 0.482; number 7, H, carries 0.477; number 8, O, carries -0.964

---

ii (15.5 kJ/mol below the next structure)